DFT (the ωB97M-V functional and the def2-TZVPD basis) results for a 12-piece molecular cluster, C33H75N9O21S3 overall in a non-equilibrium geometry.

Each line ends with the Mulliken charge.
CARTESIAN COORDINATES (ANGSTROEM)
C 0.612092 -0.116106 -0.553632  0.475
C -0.343459 -1.305583 -0.786365  0.873
O -1.647801 -0.697544 -0.836796  -0.171
S -1.564736 0.848428 -1.366045  0.307
O -2.445296 1.702864 -0.652950  -0.101
O -1.413758 0.891629 -2.812710  -0.318
O -0.080299 1.085695 -0.782348  -0.229
H 1.528664 -0.174772 -1.138077  0.101
H 0.851531 -0.054476 0.510797  -0.386
H -0.239235 -1.981988 0.054464  -0.462
H -0.177818 -1.758233 -1.761202  -0.197
C -2.279208 -0.646678 -5.400635  -0.229
C -3.283437 -1.467015 -4.585522  -0.135
O -3.033550 -2.771391 -5.057739  -0.304
S -2.777907 -2.737462 -6.681347  1.048
O -4.034360 -2.948733 -7.373071  -0.548
O -1.673295 -3.598663 -6.995069  -0.537
O -2.424395 -1.176706 -6.707268  -0.328
H -1.275119 -0.714562 -4.973661  0.205
H -2.459534 0.426119 -5.449932  0.362
H -4.320746 -1.226054 -4.855602  0.267
H -3.258236 -1.317722 -3.507796  0.133
C -3.247022 4.533870 0.633124  1.189
C -4.417222 5.424613 1.021885  -0.291
O -4.028142 6.759754 0.751155  -0.381
S -2.440319 6.974518 0.745434  1.010
O -2.037833 7.746644 1.871264  -0.535
O -1.958893 7.386707 -0.542950  -0.545
O -2.106199 5.377819 0.902385  -0.325
H -3.223339 4.290622 -0.430602  -0.018
H -3.041374 3.659921 1.242237  -0.755
H -4.552006 5.363556 2.106508  0.401
H -5.407269 5.204019 0.632220  0.325
C 3.532645 1.365961 2.878546  -0.640
C 3.963395 1.220369 1.433928  0.594
O 3.536742 0.316770 0.723327  -0.538
N 4.708078 2.213438 0.912609  -0.098
C 5.589488 3.153488 1.619640  -1.218
H 3.784632 2.361219 3.240049  0.439
H 4.052160 0.560425 3.398116  0.244
H 2.458811 1.285515 3.024436  -0.050
H 4.888337 2.168946 -0.076710  0.316
H 6.158871 3.565360 0.779743  0.374
H 6.475110 2.789892 2.152949  0.359
H 5.093761 3.898769 2.231395  0.346
C 1.955291 6.161096 -5.426137  -0.780
C 0.883928 5.142764 -5.116802  0.647
O 0.193891 4.679815 -6.012988  -0.655
N 0.737310 4.801768 -3.816725  -0.059
C -0.493540 4.242435 -3.317383  -0.607
H 2.613971 6.348431 -4.575077  -0.015
H 1.548245 7.087228 -5.823139  0.337
H 2.630002 5.760955 -6.186463  0.296
H 1.491601 5.012623 -3.188346  0.167
H -1.065459 3.734163 -4.082648  0.411
H -1.111228 4.954016 -2.756625  0.323
H -0.226545 3.577399 -2.486886  -0.107
C 3.546941 2.394109 -2.060722  -1.067
C 4.143135 3.479437 -2.925564  0.435
O 4.475613 3.213156 -4.066242  -0.660
N 4.248569 4.738452 -2.422235  -0.086
C 5.027945 5.792574 -3.032261  -0.856
H 2.700829 1.886342 -2.524654  0.258
H 3.093414 2.705821 -1.116733  0.356
H 4.321418 1.646005 -1.896986  0.512
H 4.016051 4.820376 -1.444970  0.272
H 5.268850 6.585120 -2.329014  0.367
H 4.554701 6.163873 -3.937790  0.174
H 6.000988 5.351078 -3.273700  0.316
C -0.111460 -4.276833 -4.012944  -1.089
C -0.752418 -4.336375 -2.654351  0.620
O -0.050652 -4.525240 -1.663756  -0.432
N -2.104720 -4.266173 -2.620975  0.009
C -2.850162 -4.051858 -1.401437  -0.592
H 0.171208 -3.223715 -4.148654  0.192
H -0.886386 -4.394163 -4.771812  0.324
H 0.785100 -4.856375 -4.189924  0.347
H -2.623648 -4.298566 -3.480909  0.172
H -3.636543 -3.304441 -1.494385  0.305
H -2.180611 -3.729545 -0.605014  -0.064
H -3.300694 -4.974919 -1.026970  0.350
C 2.046041 -7.578042 1.989784  -1.358
C 1.162824 -6.376428 2.270915  0.815
O 1.444571 -5.682014 3.241575  -0.785
N 0.250603 -6.040363 1.370968  -0.057
C -0.735169 -4.994157 1.641832  -0.244
H 3.080673 -7.317812 2.182670  0.291
H 2.043597 -7.933432 0.955697  0.354
H 1.664620 -8.394327 2.602664  0.388
H 0.020028 -6.614490 0.578524  0.210
H -0.351614 -4.160095 1.046902  -0.087
H -0.842448 -4.744295 2.691403  -0.090
H -1.721120 -5.220509 1.238358  0.411
C -0.577958 1.353204 6.521691  -0.977
C -0.958216 2.048797 5.253035  0.621
O -1.126015 3.256898 5.201861  -0.653
N -0.994738 1.280476 4.119159  0.313
C -1.764173 1.687007 2.975592  -1.052
H 0.501522 1.386186 6.681295  0.227
H -0.818264 0.292291 6.471054  0.206
H -1.041921 1.757724 7.418061  0.371
H -0.666612 0.315880 4.181286  0.102
H -2.852782 1.527902 3.083947  0.338
H -1.449295 1.179995 2.067883  0.106
H -1.798073 2.781261 3.009169  0.447
C 1.643018 -1.700820 3.076805  0.242
C 0.840138 -2.032114 4.292404  0.576
O 0.292278 -1.182176 5.001246  -0.736
N 0.655969 -3.344304 4.508839  0.067
C -0.246790 -3.928076 5.458226  -1.056
H 1.231519 -2.052922 2.128303  -0.329
H 2.597035 -2.237710 3.111731  0.523
H 1.872383 -0.648137 2.957672  -0.510
H 1.267207 -4.001957 4.025136  0.213
H -0.627665 -3.156000 6.127798  0.345
H 0.231957 -4.688713 6.073803  0.310
H -1.143626 -4.390887 5.035211  0.301
C 2.756582 -3.237715 -0.954023  -0.041
C 3.588852 -4.221768 -0.174367  0.429
O 4.120023 -3.915839 0.885837  -0.678
N 3.768827 -5.436627 -0.727104  -0.099
C 4.688779 -6.485627 -0.247417  -0.749
H 2.705246 -3.459635 -2.022005  0.434
H 3.175657 -2.236952 -0.865040  0.086
H 1.726945 -3.270513 -0.600792  -0.302
H 3.281351 -5.641474 -1.582630  0.230
H 4.627172 -7.343376 -0.917805  0.380
H 4.182567 -6.908773 0.617114  0.008
H 5.707915 -6.154417 -0.103109  0.303
C -6.439104 1.552519 4.560792  -1.153
C -6.197158 2.201778 3.203036  0.683
O -6.073808 3.410991 3.118646  -0.589
N -5.974194 1.313682 2.202075  -0.144
C -5.735755 1.754713 0.824332  -0.597
H -5.633291 0.811827 4.638592  0.314
H -7.362701 0.984727 4.667692  0.331
H -6.320616 2.256737 5.376547  0.318
H -5.803635 0.352744 2.422104  0.245
H -4.727459 2.165120 0.781885  -0.002
H -6.519650 2.341537 0.357100  0.269
H -5.729430 0.794455 0.299096  0.335

Atomic forces in eV per Å
0.6066 -0.6399 1.2479
0.4469 1.3022 -0.8649
-1.0379 0.9811 -0.0061
2.9384 -0.6682 -0.7512
-0.3379 -0.5999 -0.4539
-1.1414 -0.3665 1.7547
-1.3977 0.8044 -0.7274
-0.0950 0.0726 -0.0219
0.4415 -0.2817 -0.1934
-0.5339 -0.2830 -0.1763
0.1418 -0.3890 0.2006
-0.2594 0.8681 1.3358
-0.8766 1.6022 -0.6635
0.5131 -1.3418 -0.5633
-1.5046 -0.5438 -0.3676
1.8097 0.5296 1.0318
-0.7025 1.0219 0.5946
0.4036 -0.9287 -0.7776
0.1093 -0.5393 -0.3949
-0.4317 -0.1320 -0.0815
0.1811 0.2341 -0.1839
0.7387 -0.6609 0.0303
0.5761 0.8218 -0.5638
-0.2833 -0.8280 2.0185
0.4584 0.9415 -0.8659
0.2887 -1.0740 -0.8273
-0.2429 -0.7090 -0.0689
-0.6998 -0.2718 0.6286
0.3177 1.3776 0.3646
-0.1199 -0.1378 0.0304
-0.5942 -0.0938 0.0153
0.0444 -0.1319 -0.0187
0.2743 0.0929 -0.6538
0.6636 0.2925 -0.2578
-1.5331 -0.2004 -0.1981
0.0755 0.0342 0.0717
1.1497 0.6702 0.7443
0.9397 -0.0595 -1.2457
0.3200 -0.2183 0.3515
-0.1401 0.2271 0.4793
-0.0204 -0.2964 -0.3476
-0.0459 -0.4199 0.1662
-0.4671 0.9669 0.1597
-0.6901 -0.9455 0.5287
-0.1690 0.1241 -0.2058
1.1041 -0.5091 0.0265
0.0086 0.0717 -0.9883
-0.1795 0.2552 0.3729
-0.2526 0.2360 -0.1706
0.2790 -0.4152 1.7274
-0.3549 0.2800 0.1129
-0.2347 -0.0180 0.1926
-0.2634 -0.0883 -0.1599
-0.1718 0.2570 0.1590
0.1459 -0.0272 -0.0905
-0.0581 0.4890 -0.6798
-0.0618 -0.5532 -0.4512
-0.6337 0.0335 0.5539
-0.4236 -0.1786 -1.1202
0.3132 0.1577 0.0498
-0.6080 -0.1272 1.3265
0.9380 -0.7139 -0.2427
0.2952 0.0940 -0.6633
0.4970 0.2676 0.1347
-0.0883 -0.0977 0.0635
0.0116 0.1747 -0.0522
-0.5436 0.0782 0.0960
0.1424 0.1227 0.0662
-0.0837 0.1990 -0.4584
-1.0726 1.4028 -0.5463
0.9085 -1.5075 -0.0136
-0.5141 0.4759 0.3882
-0.0695 0.5225 0.2294
0.0880 -0.4549 0.7139
0.1742 -0.0344 0.0456
0.3795 -0.4345 -0.2409
-0.1729 -0.3862 0.3391
0.1658 0.2187 -0.1496
0.0494 0.0295 -0.3169
0.1487 0.1088 -0.2022
-0.1069 -0.0416 -0.1572
-0.5416 -0.2521 -0.6269
2.2526 0.0009 -0.0568
-0.5716 -0.1888 0.2436
-2.0823 -0.1109 0.0796
0.6009 0.5824 -0.9775
-0.1150 -0.0499 0.6506
-0.4107 0.1446 -0.0566
0.4198 -0.0685 0.1988
0.4399 -0.2377 0.0630
-0.4242 0.5245 0.4451
0.3712 -0.0823 0.0500
0.1177 -0.4265 -0.0221
0.2691 -1.0132 0.4478
0.6246 0.7064 -0.4454
-0.5679 -0.0595 0.1409
-0.1198 -0.9380 0.2675
-0.9928 0.8582 0.6197
0.0242 0.1819 -0.1540
-0.0161 0.0104 -0.0122
-0.1507 0.4059 -0.2815
-0.2684 0.2978 0.3096
0.1032 -0.7596 0.1759
0.2633 0.4865 -0.1590
0.8301 -0.0190 -0.8338
1.1997 -0.2039 -0.4884
-1.2898 0.0625 0.4187
0.1881 0.0399 -0.4262
0.7588 -0.6387 -0.4576
-0.4937 0.3294 0.9841
-0.4781 -0.1025 0.2174
0.0730 0.0936 0.0589
-0.2140 -0.0133 0.2899
-0.4708 0.1348 -0.1317
0.2018 0.0740 -0.0227
0.2018 0.0296 -0.1104
0.1874 0.0014 -0.4704
-0.2707 0.0611 -0.5167
0.8402 0.4505 0.7722
-0.2179 -0.1105 -0.1793
0.3602 -0.9030 -1.0796
-1.9083 -0.1155 0.1064
0.0319 -0.2100 0.0505
0.0168 -0.0333 0.3793
0.0166 0.0832 0.1336
0.0297 0.1889 -0.0206
0.3242 0.3740 -0.5287
0.9172 0.2180 0.6512
-0.0042 0.1089 0.2296
0.6329 -0.6855 -0.2538
0.3928 -0.0049 1.5671
-0.3146 -0.1162 -0.9275
-0.7180 1.1872 -0.6202
0.6355 -1.7941 0.5315
-0.0654 -0.0126 0.3437
-0.1577 0.2373 -0.2318
-0.1117 0.1789 -0.1506
-0.2108 -0.1086 0.0998
-0.2456 0.4093 -0.4763
0.0202 0.4053 0.4671
0.2174 0.3008 -0.4430

The calculation puts the energy relative to the best compared isomer or geometry (same formula, charge and spin) at 2.196 eV. Its LUMO energy is -0.0091 hartree. As for the HOMO-LUMO gap: 8.67 eV.